1.
This record from OMol25 describes a structure of composition C12H9F6N3O3PRhS3 in a non-equilibrium geometry. The level of theory is ωB97M-V/def2-TZVPD.

Calculated values
**⟨S²⟩**: 8.7736
**LUMO level (alpha / beta)**: -5.1 / -7.0 eV
**E**: -84306.4222 eV

Geometry as ORCA input:
```
! wB97M-V def2-TZVPD RIJCOSX def2/J DEFGRID3
* xyz 1 6
Rh 0.96428 -1.82809 -0.39529
N -1.11162 2.18033 0.50425
C -1.02743 3.11072 -0.53509
C -1.61085 4.35915 -0.39339
C -1.53227 5.30111 -1.39795
C -0.89356 4.94930 -2.58427
C -0.33989 3.69324 -2.75673
C -0.41518 2.75349 -1.74081
S 0.28990 1.19680 -2.00329
N -0.00206 0.42906 -0.59574
C -0.57711 0.92683 0.47221
C -0.64463 0.00696 1.67096
C -1.36961 0.35637 2.80019
C -1.48356 -0.55917 3.85139
C -0.89464 -1.79730 3.69999
C -0.14285 -2.06165 2.56084
N -0.02256 -1.18296 1.56698
H -1.53080 2.50273 1.34804
H -2.09709 4.58361 0.53890
H -1.97082 6.28556 -1.27257
H -0.84535 5.63627 -3.41054
H 0.17609 3.44117 -3.66375
H -1.82338 1.33820 2.90605
H -2.01176 -0.27715 4.73241
H -0.94416 -2.54418 4.49310
H 0.41921 -2.97051 2.43126
F 0.12808 -4.06724 0.32218
P 1.61493 -4.78003 0.32050
F 1.33710 -5.33024 1.76119
F 3.08527 -5.25014 0.33938
F 1.05537 -6.03476 -0.39913
F 2.12296 -3.31778 1.03313
F 1.82004 -4.02577 -1.10774
O 0.59366 -1.51894 -2.67428
S 1.98037 -1.43946 -3.25422
O 2.56214 -2.56101 -3.87451
O 2.11946 -0.18119 -3.93027
S 3.02233 -1.32335 -1.36338
*
```



2.
This record from OMol25 describes a structure of composition C12H9N7PdS. The level of theory is ωB97M-V/def2-TZVPD.

Calculated values
**LUMO level**: -1.4 eV
**E**: -37334.8643 eV

Geometry as ORCA input:
```
! wB97M-V def2-TZVPD RIJCOSX def2/J DEFGRID3
* xyz 0 1
Pd -0.99379 -0.52877 0.11489
C 0.70258 2.94153 -1.58347
C 0.20086 1.57553 -1.25668
N -0.75335 1.35424 -0.41020
N -1.32392 2.36870 0.27123
C -2.11399 1.94908 1.23769
N -2.72009 2.88764 1.97941
S -2.47977 0.28578 1.61810
C 0.80240 0.37722 -1.86698
C 1.88184 0.41944 -2.73375
C 2.35363 -0.76900 -3.27403
C 1.73425 -1.96242 -2.95060
C 0.66776 -1.93602 -2.06424
N 0.22716 -0.80163 -1.53950
H 0.07627 3.68959 -1.10984
H 0.69989 3.09574 -2.66358
H 1.72825 3.06520 -1.22874
H -2.49880 3.85565 1.82568
H -3.24159 2.62315 2.79479
H 2.34293 1.36371 -2.98272
H 3.19869 -0.75709 -3.94900
H 2.07443 -2.90440 -3.35460
H 0.15988 -2.83654 -1.74613
N -0.37101 -2.27049 1.06638
C -0.40199 -2.48739 2.21916
C -0.38870 -2.77461 3.55465
C -1.28686 -3.74137 4.07287
N -2.02321 -4.52308 4.48992
C 0.51076 -2.07206 4.39530
N 1.23548 -1.48732 5.07400
*
```